No. 1
{
  "formula": "C37H37Cl2IrN5O2",
  "method": "the ωB97M-V functional and the def2-TZVPD basis",
  "spin_multiplicity": 5,
  "total_energy_ha": -2881.0206,
  "de_lowest_kj_mol": 79.3,
  "total_charge": -1,
  "symbols": ["Ir", "Cl", "Cl", "O", "O", "N", "N", "N", "N", "N", "C", "C", "C", "C", "C", "C", "C", "C", "C", "C", "C", "C", "C", "C", "C", "C", "C", "C", "C", "C", "C", "C", "C", "C", "C", "C", "C", "C", "C", "C", "C", "C", "C", "C", "C", "C", "C", "H", "H", "H", "H", "H", "H", "H", "H", "H", "H", "H", "H", "H", "H", "H", "H", "H", "H", "H", "H", "H", "H", "H", "H", "H", "H", "H", "H", "H", "H", "H", "H", "H", "H", "H", "H", "H"],
  "xyz": [[-0.02080, -0.25290, 1.49110], [-1.09220, 1.73950, 3.60540], [1.56040, -2.61410, 5.51660], [-0.38710, -2.39380, 3.61040], [-0.05960, -2.62780, 1.33480], [2.22730, 0.32850, 0.46160], [-0.20480, -1.01010, 3.46060], [-0.02950, 1.76210, 0.71260], [-2.27800, 0.23840, 0.68760], [-0.08600, -5.31620, 0.47500], [1.01000, 1.06870, 6.90200], [-1.16090, -7.85790, -2.65920], [2.34120, 1.71700, 0.83750], [-2.20820, -0.23290, -0.69820], [-0.43870, -4.54640, 2.77230], [-1.57860, -6.95030, -0.48660], [-0.13020, 0.95940, 4.80460], [1.12220, 2.40500, 1.05920], [1.36330, -0.26430, 6.75390], [2.21930, 0.17570, -0.98610], [-0.43410, -6.14690, -0.57520], [1.61360, -5.40990, -1.85780], [-1.33170, 3.77470, 0.22720], [-2.41580, 1.67200, 0.68060], [1.20160, 3.64770, 1.71100], [0.75510, -7.11610, -4.06540], [-0.49090, -7.26070, 3.57860], [-0.30330, -6.92240, 2.24560], [-0.71290, -4.94050, 4.11950], [3.54830, 2.35470, 1.03060], [-0.28700, -3.17710, 2.47330], [-3.30420, -0.48660, 1.42140], [3.25710, -0.51180, 1.05560], [-0.03730, -7.05030, -2.78850], [0.21950, -0.40250, 4.59010], [0.34910, -6.21050, -1.74690], [2.41800, 4.25320, 1.93680], [-2.55720, 4.40280, 0.22330], [0.25660, 1.68010, 5.90700], [-0.30700, -5.60740, 1.81280], [-3.70860, 3.69760, 0.53040], [-0.73010, -6.24990, 4.50980], [-1.93060, -7.80070, -1.50790], [3.59550, 3.64560, 1.53530], [0.98430, -0.98100, 5.63820], [-3.63090, 2.32380, 0.71020], [-1.21180, 2.41430, 0.55890], [-0.90860, -4.16610, 4.84290], [-1.46010, 0.34950, -1.23470], [0.11060, -4.33920, 0.29380], [4.25130, -0.35220, 0.60950], [-2.81490, -8.41750, -1.42320], [-0.44790, -8.29420, 3.88850], [-1.43610, -8.52870, -3.46150], [1.97030, -0.85320, -1.24200], [-0.12870, -7.70710, 1.52170], [-4.54090, 1.76840, 0.87420], [4.54420, 4.14530, 1.65820], [0.89360, -6.12070, -4.48550], [4.47210, 1.84610, 0.79950], [-0.93630, -6.50500, 5.54280], [-4.66200, 4.20050, 0.60250], [3.31300, -0.31100, 2.12480], [1.95330, -5.10430, -0.87260], [-3.17700, -0.10380, -1.20490], [-0.04560, 2.71230, 5.99810], [2.98580, -1.55600, 0.90730], [1.96640, -0.75550, 7.50320], [-3.02430, -1.53890, 1.45680], [0.23290, -7.72740, -4.79930], [0.29690, 4.10830, 2.08070], [2.39620, -6.00600, -2.32460], [1.74240, -7.55300, -3.90480], [-4.29370, -0.41120, 0.94730], [-2.61390, 5.45770, -0.01060], [-0.44120, 4.33670, -0.01440], [-1.92220, -1.28470, -0.71120], [1.46420, -4.51750, -2.46640], [-3.36040, -0.10730, 2.44010], [-2.19160, -6.88570, 0.39960], [2.44660, 5.21360, 2.43270], [1.32040, 1.61940, 7.77620], [3.20030, 0.42710, -1.41950], [1.46870, 0.83940, -1.40810]],
  "forces_ev_per_angstrom": [[-0.09, -0.13, 0.69], [-0.47, 0.50, 0.27], [0.31, -0.06, 0.17], [-0.35, 0.09, 0.40], [0.04, 0.66, 0.05], [0.23, 0.10, 0.00], [-0.05, -0.20, -2.43], [-0.02, -1.13, -0.04], [0.07, -0.02, 0.02], [0.30, 0.66, -0.31], [-0.03, -0.10, -0.11], [0.03, 0.08, -0.01], [-0.45, 0.14, 0.14], [-0.05, -0.12, -0.27], [-0.02, 0.37, -0.04], [-0.05, 0.12, 0.07], [0.16, -0.44, -0.21], [0.67, 0.33, 0.02], [-0.03, 0.29, 0.13], [-0.11, -0.03, -0.26], [-0.19, -0.36, -0.46], [-0.11, -0.07, 0.02], [0.14, -0.11, -0.01], [0.42, 0.18, -0.02], [-0.16, -0.21, -0.05], [-0.01, 0.01, 0.07], [-0.07, -0.27, 0.33], [0.14, 0.20, -0.22], [-0.08, 0.12, 0.20], [0.06, -0.02, -0.01], [0.12, -0.05, 0.03], [-0.10, -0.13, 0.18], [0.17, -0.20, 0.14], [-0.25, -0.31, -0.17], [0.25, 0.12, 0.96], [-0.06, 0.13, 0.40], [0.20, 0.13, -0.04], [-0.20, 0.09, 0.02], [0.19, -0.08, 0.31], [-0.02, -0.37, 0.51], [-0.14, 0.10, -0.03], [-0.04, -0.17, 0.05], [0.03, -0.08, -0.13], [0.12, 0.07, 0.11], [-0.21, -0.04, -0.43], [-0.10, -0.01, 0.00], [-0.48, 0.21, -0.05], [0.03, 0.01, 0.06], [0.03, -0.06, 0.01], [0.00, -0.03, -0.06], [-0.10, 0.04, 0.02], [-0.07, -0.02, 0.05], [-0.05, -0.12, -0.01], [-0.02, -0.02, -0.10], [-0.02, -0.07, -0.02], [0.02, -0.01, -0.04], [-0.09, -0.13, 0.02], [0.10, 0.02, 0.07], [0.09, 0.06, -0.08], [0.09, -0.11, -0.01], [0.02, 0.04, 0.03], [-0.07, 0.01, -0.06], [-0.01, -0.05, 0.00], [0.05, 0.07, 0.07], [0.04, -0.02, 0.06], [-0.03, 0.07, -0.05], [-0.05, -0.05, 0.01], [0.01, -0.07, 0.03], [0.03, -0.02, 0.02], [0.01, -0.02, -0.04], [-0.01, 0.04, -0.11], [0.10, 0.05, -0.05], [0.07, 0.03, -0.02], [0.08, 0.03, 0.00], [0.00, 0.07, 0.01], [0.01, 0.01, 0.05], [-0.01, -0.02, 0.01], [0.08, 0.14, -0.04], [0.02, 0.01, 0.01], [0.01, 0.01, 0.09], [0.01, 0.08, 0.03], [0.01, 0.06, 0.07], [-0.06, -0.01, 0.05], [-0.07, 0.00, -0.04]],
  "mulliken_charge": [1.656, -0.110, -0.221, -0.117, -1.234, 0.619, -0.436, 0.612, 0.817, -0.012, -0.483, -0.831, 0.297, -1.011, 0.522, -0.378, 0.853, 0.226, -0.593, -1.173, -0.111, -1.740, -0.943, 0.009, -0.871, -1.526, -0.831, -0.287, -0.936, -0.305, 0.807, -1.230, -1.198, 1.259, -1.078, 0.519, -0.907, -0.659, -0.662, 0.171, -1.038, -0.806, -0.921, -0.922, 0.568, -0.259, 0.173, 0.485, 0.278, 0.211, 0.402, 0.376, 0.361, 0.306, 0.337, 0.475, 0.325, 0.380, 0.310, 0.327, 0.375, 0.394, 0.408, 0.443, 0.334, 0.413, 0.232, 0.422, 0.145, 0.382, 0.569, 0.438, 0.323, 0.392, 0.387, 0.611, 0.267, 0.308, 0.369, 0.578, 0.390, 0.373, 0.351, 0.245]
}


No. 2
{
  "formula": "C23H33BF4N3O3W",
  "method": "the ωB97M-V functional and the def2-TZVPD basis",
  "total_energy_ha": -1777.7222,
  "de_lowest_kj_mol": 6.0,
  "total_charge": 1,
  "symbols": ["W", "F", "F", "F", "F", "O", "O", "O", "N", "N", "N", "C", "C", "C", "C", "C", "C", "C", "C", "C", "C", "C", "C", "C", "C", "C", "C", "C", "C", "C", "C", "C", "C", "C", "B", "H", "H", "H", "H", "H", "H", "H", "H", "H", "H", "H", "H", "H", "H", "H", "H", "H", "H", "H", "H", "H", "H", "H", "H", "H", "H", "H", "H", "H", "H", "H", "H", "H"],
  "xyz": [[-0.06939, -0.33681, -0.65164], [-2.69978, -3.35427, 0.43928], [-0.79136, -2.05736, 0.52738], [-1.48584, -3.01627, -1.48097], [-0.61116, -4.30664, 0.20038], [1.52418, -1.23077, 0.61058], [1.10512, -2.04420, -1.34845], [-1.82588, -0.22991, -0.94974], [0.03781, 1.55330, 0.35019], [1.86575, -4.49825, -0.84110], [1.44728, 0.67917, -1.60731], [3.19120, 2.12367, -1.44966], [-2.22293, 1.90912, 3.25930], [3.78967, -3.49742, 0.19546], [-1.16209, 1.45228, 2.48392], [1.10140, 2.26320, 0.10309], [-3.94522, 0.04654, 0.12659], [-3.48129, 0.95570, -2.21214], [2.26370, -3.49269, 0.20848], [1.11947, 0.98991, 3.47333], [-0.98861, 2.03856, 1.22070], [-1.83616, 3.03751, 0.72934], [-0.22184, 0.41008, 3.03061], [3.10543, -4.93994, -1.57597], [3.43711, 1.21515, -2.50976], [-3.07745, 2.89757, 2.79783], [4.11525, -3.85059, -1.25053], [1.63543, -2.17795, -0.20353], [-3.26163, -0.14955, -1.20963], [1.96710, 1.77632, -0.92868], [-1.00030, 5.04090, -0.56440], [-2.88301, 3.45458, 1.54858], [2.36755, 0.35961, -2.57872], [-1.67315, 3.67298, -0.62740], [-1.47294, -3.23844, -0.10748], [-4.52138, 0.93068, -2.54116], [-2.66841, 3.79949, -1.06128], [-3.29206, 1.93210, -1.77018], [1.25767, 3.20254, 0.62007], [-2.85103, 0.82330, -3.09101], [1.70853, 0.23806, 3.99810], [3.97016, -2.98901, -1.90490], [-0.05677, -0.38635, 2.30250], [1.71282, 1.32997, 2.62462], [3.84055, 2.91644, -1.12178], [-0.93304, 5.48411, -1.55714], [-3.61774, 0.97527, 0.59646], [4.19344, -2.53935, 0.51660], [5.13658, -4.20223, -1.37770], [1.18002, -4.04463, -1.46274], [-5.02297, 0.10254, -0.02376], [-2.37670, 1.47635, 4.23923], [-3.47200, -1.13824, -1.62850], [2.86487, -5.05224, -2.63003], [4.15900, -4.26223, 0.87890], [-1.56149, 5.72321, 0.07397], [4.29419, 1.20420, -3.16075], [-1.12664, 3.01216, -1.30837], [3.39455, -5.90672, -1.16662], [-3.89996, 3.23073, 3.41463], [0.97778, 1.83562, 4.14615], [2.18613, -0.45891, -3.25577], [-3.73688, -0.79549, 0.78262], [1.81138, -3.76731, 1.15961], [-0.71134, -0.06754, 3.88200], [0.00881, 4.98002, -0.15851], [1.34590, -5.26125, -0.40817], [-3.55738, 4.21960, 1.18498]],
  "forces_ev_per_angstrom": [[-0.06, -0.04, 0.12], [-0.17, 0.04, 0.10], [-0.40, 0.15, 0.23], [0.08, 0.11, 0.22], [0.10, -0.06, -0.04], [0.26, 0.14, -0.11], [0.10, -0.40, 0.05], [0.84, 0.67, -0.58], [0.86, -0.42, -0.16], [-0.32, -0.21, 0.04], [-0.30, -0.04, 0.02], [-0.08, -0.09, -0.13], [0.13, -0.07, -0.07], [0.01, 0.09, 0.06], [-0.10, 0.18, -0.16], [-0.28, -0.23, -0.28], [-0.06, -0.04, -0.11], [-0.25, -0.07, -0.12], [-0.22, 0.19, -0.06], [0.08, -0.01, 0.04], [-0.20, 0.04, 0.17], [-0.01, -0.10, 0.20], [-0.10, -0.12, 0.02], [-0.06, -0.05, -0.03], [0.07, 0.09, -0.03], [-0.02, 0.02, 0.02], [0.17, -0.07, -0.13], [-0.07, 0.30, 0.10], [0.29, -0.31, 0.16], [-0.39, 0.10, 0.37], [0.05, 0.09, -0.03], [0.06, 0.02, -0.05], [-0.30, -0.03, 0.24], [-0.03, -0.06, -0.12], [0.07, -0.29, -0.18], [0.00, 0.01, 0.01], [0.04, 0.04, 0.02], [0.03, -0.06, 0.02], [0.09, 0.00, 0.08], [0.02, -0.01, 0.02], [0.01, -0.02, 0.00], [-0.01, 0.01, 0.01], [0.00, 0.06, -0.01], [0.00, 0.03, -0.03], [0.00, 0.07, 0.06], [-0.01, 0.02, -0.02], [0.02, -0.04, -0.02], [-0.02, 0.01, -0.01], [-0.01, 0.00, -0.02], [0.13, 0.08, 0.00], [-0.03, -0.02, -0.04], [0.00, -0.01, 0.03], [-0.18, 0.17, 0.00], [0.04, 0.00, 0.02], [0.00, -0.01, -0.01], [-0.03, -0.01, 0.01], [0.04, 0.02, -0.01], [-0.03, 0.08, 0.07], [0.05, 0.04, -0.02], [-0.04, 0.01, 0.03], [-0.01, 0.01, 0.02], [-0.01, 0.00, -0.01], [0.03, -0.01, 0.06], [0.04, 0.01, -0.02], [0.02, 0.05, 0.01], [0.06, -0.03, 0.02], [0.02, -0.04, -0.02], [-0.03, 0.03, 0.00]],
  "mulliken_charge": [1.084, -0.329, -0.453, -0.367, -0.324, -0.552, -0.919, -0.595, 0.849, -0.036, 0.378, -0.896, -0.937, -0.903, 0.746, 0.053, -0.991, -1.238, -0.025, -1.300, -0.244, 1.074, -0.111, -0.665, -0.756, -1.129, -0.473, 1.085, 0.426, -0.461, -1.376, -0.718, -0.502, -1.190, 0.480, 0.477, 0.609, 0.067, 0.733, 0.362, 0.410, 0.214, -0.523, 0.252, 0.530, 0.433, 0.056, 0.408, 0.430, 0.307, 0.474, 0.468, 0.367, 0.370, 0.413, 0.367, 0.485, 0.331, 0.339, 0.422, 0.342, 0.592, 0.298, 0.550, 0.619, 0.275, 0.359, 0.479]
}